1.
Entry from the Open Molecules 2025 dataset: a cluster of 3 separate species, C37H50BrN7O5S in total (wB97M-V/def2-TZVPD).

XYZ file:
```
101
Properties=species:S:1:pos:R:3:lowdin_charge:R:1
C 4.08122 -2.66880 0.44810 -0.10
C 2.59421 -2.26032 0.85426 -0.28
C 1.94825 -3.25321 1.88708 -0.57
Br 2.84381 -3.00996 3.67132 0.71
C 0.41787 -3.09416 2.08964 -0.10
C -0.35923 -4.33298 2.31393 -0.13
C 0.30471 -5.76876 2.31002 -0.03
C 0.31514 -6.22911 0.78491 -0.38
O -0.69588 -6.06521 0.17067 0.16
O 1.45979 -6.82068 0.19108 0.08
C 1.88773 -6.14772 -0.95259 -0.44
C 2.92111 -6.90940 -1.86748 0.03
O 1.56130 -5.03419 -1.26253 0.11
C -1.81108 -4.33162 2.56246 -0.01
C -2.51170 -3.05842 2.58545 -0.07
C -1.74023 -1.85163 2.33860 -0.38
C -0.29919 -1.78513 2.10380 -0.14
N 0.40326 -0.53720 1.87949 -0.08
C 0.91339 0.09275 3.12367 -0.11
C -0.08218 0.08133 4.33947 -0.25
O -0.16729 -0.81526 5.14453 0.05
C -0.30854 0.38664 1.01591 -0.15
C 0.43770 1.12573 -0.03178 -0.10
C 1.96822 0.88589 -0.24337 -0.15
C 2.82054 2.19863 -0.51914 -0.14
C 3.91099 2.31840 0.61425 -0.23
O 5.07219 1.54047 0.26031 -0.22
C 6.29700 2.25407 0.52436 -0.11
C -0.21998 2.08630 -0.92888 0.02
C -1.65736 2.35559 -0.84689 -0.13
C -2.28024 3.34911 -1.86373 -0.21
N -2.46019 4.72630 -1.34791 -0.13
C -2.52839 5.61402 -2.54971 -0.13
C -2.41553 1.63214 0.17705 -0.16
C -3.97414 1.84097 0.30827 -0.09
C -4.73435 0.84689 -0.70832 -0.62
N -5.78087 0.15195 0.10750 0.05
N -3.82248 -0.07808 -1.38339 0.09
N -5.46917 1.72914 -1.65057 0.05
C -1.75441 0.67483 1.07671 -0.32
S -2.68706 -0.27886 2.33357 0.98
H 4.11492 -3.39094 -0.40235 0.05
H 4.62019 -3.05510 1.36187 0.06
H 4.59679 -1.69370 0.20478 0.07
H 1.96307 -2.03779 -0.04176 0.12
H 2.71396 -1.28202 1.40079 0.06
H 2.25409 -4.28973 1.57258 0.08
H 1.34956 -5.73915 2.71353 0.11
H -0.37147 -6.47641 2.84756 0.13
H 2.46843 -7.81014 -2.35803 0.10
H 3.80889 -7.15615 -1.23025 0.10
H 3.29470 -6.24885 -2.69210 0.06
H -2.35687 -5.28663 2.74738 0.12
H -3.60418 -3.06130 2.79132 0.10
H 1.19866 1.15468 2.90167 0.13
H 1.84107 -0.47100 3.43370 0.07
H -0.80081 0.95363 4.43768 0.12
H 2.08462 0.11897 -1.06217 0.12
H 2.36311 0.42894 0.69560 0.07
H 3.29458 2.05723 -1.53200 0.12
H 2.21458 3.14163 -0.49264 0.10
H 4.15134 3.40685 0.80558 0.12
H 3.55805 1.91690 1.61164 0.12
H 6.64086 2.74580 -0.42843 0.09
H 6.19313 3.02716 1.33226 0.09
H 7.05042 1.49921 0.88143 0.09
H 0.38702 2.62534 -1.70101 0.11
H -3.24432 2.97608 -2.31496 0.11
H -1.55774 3.40560 -2.74054 0.11
H -1.66446 5.04451 -0.79324 0.11
H -2.85272 5.05817 -3.46876 0.08
H -3.24025 6.46867 -2.41368 0.07
H -1.52044 6.07279 -2.78974 0.09
H -4.27262 1.62877 1.37092 0.08
H -4.18504 2.91830 0.09193 0.10
H -5.29981 -0.48350 0.75481 0.05
H -6.40555 -0.38064 -0.50498 0.07
H -3.76687 0.10194 -2.38861 0.08
H -4.07373 -1.05352 -1.23361 0.08
H -6.18549 1.19009 -2.15658 0.07
H -6.00991 2.39445 -1.09032 0.08
N -5.22688 6.21929 1.57900 0.00
C -4.85525 6.41928 0.27673 -0.14
C -5.45254 7.57531 -0.15849 -0.12
C -6.20870 8.09525 0.92475 -0.12
C -6.04770 7.23888 1.98293 -0.15
H -4.94064 5.44388 2.15082 0.14
H -4.20038 5.72179 -0.22626 0.07
H -5.35642 8.00152 -1.14506 0.08
H -6.80290 8.99579 0.92752 0.09
H -6.44532 7.26523 2.98485 0.10
N 5.73698 -2.39636 -3.90776 0.01
C 5.82619 -3.51824 -4.68665 -0.14
C 4.81780 -4.37033 -4.31564 -0.11
C 4.08889 -3.73501 -3.27606 -0.11
C 4.67786 -2.51984 -3.04934 -0.14
H 6.35324 -1.60409 -3.95854 0.14
H 6.59757 -3.61301 -5.43391 0.10
H 4.62400 -5.34172 -4.74427 0.09
H 3.22857 -4.12401 -2.75345 0.06
H 4.43695 -1.73318 -2.35260 0.10
```

Properties
DFT total energy ... -140721.699 eV
LUMO level ... 0.33 eV
Charge ... 0
Structure (SMILES) ... CC[C@@H](Br)c1c(CC(=O)OC(C)=O)ccc2c1N(CC=O)c1c(CCCOC)cc(CNC)c(CC(N)(N)N)c1S2.c1cc[nH]c1.c1cc[nH]c1
Largest force on an atom ... 3.70 eV Å⁻¹
Orbital gap ... 0.3068 Ha

2.
Entry from the Open Molecules 2025 dataset: a structure of composition C37H50Cl2NO5P2Rb (wB97M-V/def2-TZVPD).

XYZ file:
```
98
Properties=species:S:1:pos:R:3:lowdin_charge:R:1
Rb 1.36554 -0.27080 -1.60075 0.87
C -1.76605 3.28414 -0.87611 -0.13
C -2.23358 2.93103 -2.28328 -0.61
C -1.49717 3.78981 -3.32130 -0.14
P -1.90511 1.11478 -2.42809 1.06
C -2.90959 0.59834 -3.96281 -0.56
C -2.65987 -0.94351 -4.07176 -0.12
C -4.34453 1.09584 -4.09762 -0.15
C -3.12677 0.43660 -1.18173 -0.30
C -4.42400 0.93265 -1.12850 -0.10
C -5.37584 0.38541 -0.22353 -0.31
C -6.68264 1.10745 -0.10167 -0.10
C -5.06002 -0.74332 0.55380 -0.08
C -3.79024 -1.18930 0.61476 -0.08
C -2.79783 -0.61612 -0.21897 -0.29
N -1.45259 -0.89993 -0.03403 0.02
C -1.17668 -2.12381 0.53701 -0.37
C -1.68862 -3.36564 0.04994 -0.04
C -1.20089 -4.58466 0.43395 -0.05
C -0.22400 -4.63999 1.47249 -0.26
C 0.53693 -5.96204 1.82297 -0.06
C 0.19944 -3.48268 2.09313 -0.09
C -0.25661 -2.21568 1.61197 -0.32
P 0.13185 -0.72151 2.58585 1.10
C -0.97372 -0.64448 4.12898 -0.59
C -1.49103 0.76362 4.16014 -0.17
C -1.98799 -1.78524 4.14473 -0.11
C 1.81405 -0.83090 3.45066 -0.57
C 2.31283 -1.57344 4.68377 -0.14
C 2.81403 -1.11434 2.33996 -0.15
H -1.97971 2.55123 -0.11446 0.05
H -2.28096 4.23907 -0.56960 0.08
H -0.64904 3.51527 -0.84982 0.10
H -3.31429 3.08181 -2.44884 0.07
H -0.41931 3.57143 -3.28597 0.07
H -1.59270 4.87765 -3.09380 0.07
H -1.79633 3.59739 -4.39861 0.08
H -2.31355 1.08701 -4.77671 0.09
H -3.31468 -1.36724 -3.34296 0.05
H -1.59683 -1.18124 -3.94807 0.06
H -2.96320 -1.37556 -5.07889 0.08
H -5.14191 0.45009 -3.58905 0.10
H -4.52168 1.00292 -5.18498 0.07
H -4.44108 2.16091 -3.82785 0.05
H -4.68243 1.84303 -1.69577 0.09
H -7.13913 1.29532 -1.10908 0.07
H -6.57503 2.04648 0.41267 0.06
H -7.43598 0.54465 0.45092 0.06
H -5.83771 -1.21901 1.22149 0.12
H -3.47669 -1.97618 1.24456 0.08
H -2.46733 -3.23809 -0.77449 0.14
H -1.57236 -5.43265 -0.08104 0.09
H 0.62404 -6.49922 0.92485 0.02
H 0.06316 -6.64492 2.56529 0.07
H 1.52226 -5.68086 2.15432 0.06
H 0.67021 -3.64126 3.07581 0.11
H -0.26752 -0.80436 4.93420 0.06
H -2.15768 0.86918 3.26273 0.09
H -0.61406 1.48665 4.12993 0.08
H -2.04637 0.90201 5.06724 0.05
H -2.64807 -1.65967 3.26100 0.07
H -2.45886 -1.71195 5.15550 0.07
H -1.50419 -2.78451 4.22418 0.07
H 1.91104 0.27396 3.68590 0.10
H 2.38057 -2.66957 4.45076 0.07
H 1.64475 -1.50984 5.57649 0.06
H 3.30681 -1.25955 5.00346 0.06
H 2.61970 -2.03958 1.70597 0.09
H 3.78908 -1.16009 2.78319 0.05
H 2.90614 -0.27897 1.61647 0.08
C 3.38755 6.61345 0.26615 -0.10
O 4.62997 5.93197 0.31677 -0.10
C 4.60659 4.58409 -0.00043 -0.29
C 5.83153 3.94783 -0.06912 -0.08
C 5.97036 2.62766 -0.42032 -0.08
C 4.88550 1.88705 -0.81458 -0.12
C 5.10910 0.51994 -1.35063 -0.34
C 6.48207 -0.10104 -1.38247 -0.04
O 4.19289 -0.19859 -1.89789 -0.09
C 3.56488 2.43104 -0.62565 -0.37
O 2.43436 1.79216 -0.74308 -0.32
C 3.46364 3.80110 -0.21041 0.04
H 3.68389 7.63363 0.47629 0.08
H 2.60795 6.24416 0.92890 0.09
H 3.00945 6.55379 -0.70124 0.06
H 6.78673 4.51031 -0.01155 0.11
H 6.97954 2.20905 -0.36535 0.10
H 7.00187 0.26847 -2.26485 0.08
H 6.35140 -1.20797 -1.44868 0.10
H 7.14019 0.19406 -0.55565 0.06
H 2.41186 4.14352 -0.13882 0.11
Cl 1.62362 -6.09519 -2.23854 0.48
C 2.45539 -4.46575 -2.48682 -0.89
Cl 3.48141 -4.38447 -4.03996 0.45
C 1.57059 -3.26118 -2.22136 -0.84
O 1.98314 -2.85102 -1.08688 -0.18
O 0.71351 -2.81693 -3.01632 -0.09
H 3.26270 -4.50522 -1.78845 0.02
```

Properties
DFT total energy ... -95185.984 eV
LUMO level ... 3.88 eV
Charge ... -2
Largest force on an atom ... 3.94 eV Å⁻¹
Orbital gap ... 0.1794 Ha
Relative energy (zero: lowest compared OMol25 entry of this formula, charge and spin) ... 0.7592 eV

3.
Entry from the Open Molecules 2025 dataset: a structure of composition C37H50ClN5ORuS5Sb2 (wB97M-V/def2-TZVPD).

XYZ file:
```
102
Properties=species:S:1:pos:R:3:lowdin_charge:R:1
Ru -1.57954 0.44142 0.85186 0.34
S -5.39691 -1.10369 -1.14790 0.60
C -4.03969 -0.54401 -0.48307 -1.74
S -3.57597 -0.67292 1.22562 0.42
S -2.70632 0.29176 -1.22266 0.56
C 1.83421 -1.35940 2.05416 -0.09
C 1.95886 0.05559 1.59267 -0.67
N 1.01666 0.79232 1.06318 0.02
C 1.50220 2.02921 0.70098 -0.33
C 2.81124 2.24409 0.99818 -0.32
S 3.47622 0.85001 1.71824 1.11
C 0.64272 2.93527 -0.05452 -0.35
C 1.04537 4.11307 -0.59855 -0.33
S -0.21829 4.77685 -1.52158 1.12
C -1.22237 3.43607 -1.13868 -0.65
N -0.65544 2.56375 -0.33690 -0.01
C -2.56442 3.39376 -1.79729 -0.15
H 0.80451 -1.69602 1.99741 0.01
H 2.19398 -1.47108 3.07717 0.09
H 2.43231 -2.01823 1.42105 0.09
H 3.40502 3.12210 0.80768 0.08
H 2.00962 4.58634 -0.52265 0.08
H -2.90801 4.40864 -1.99708 0.08
H -3.30146 2.86440 -1.20406 0.02
H -2.48657 2.86726 -2.74930 0.08
C -3.76501 4.20851 1.21402 -0.27
Sb -2.71610 2.53222 2.02373 1.32
C -1.16883 3.66531 2.96087 -0.26
C -4.10437 2.19009 3.63951 -0.29
C -3.47689 2.38564 4.98577 -0.30
C -3.56963 3.62510 5.61217 -0.06
C -2.95998 3.86578 6.83462 -0.07
C -2.24565 2.85149 7.45409 -0.07
C -2.16041 1.60692 6.84763 -0.06
C -2.76588 1.35506 5.61988 -0.29
C -2.66963 -0.00636 5.00953 -0.29
Sb -1.15562 -0.26103 3.49436 1.31
C -1.09146 -2.38297 3.75802 -0.28
C 0.51581 0.37266 4.67259 -0.27
H -3.87938 4.89915 2.04973 0.02
H -4.74537 3.92596 0.83587 0.03
H -3.19284 4.69570 0.43056 -0.01
H -1.52230 4.13640 3.87693 0.01
H -0.84442 4.43401 2.25788 0.01
H -0.31978 3.02094 3.19095 -0.01
H -4.56061 1.21129 3.49757 0.04
H -4.88130 2.93782 3.47691 0.07
H -4.13737 4.41526 5.13270 0.12
H -3.05085 4.83671 7.30298 0.11
H -1.77380 3.02081 8.41277 0.11
H -1.62716 0.80486 7.34603 0.12
H -3.61162 -0.33961 4.57132 0.06
H -2.38604 -0.74359 5.76236 0.07
H -0.46747 -2.61373 4.62121 0.02
H -0.70191 -2.90382 2.88727 -0.02
H -2.10558 -2.73132 3.95009 0.02
H 0.90506 -0.46321 5.25247 0.02
H 0.15902 1.14300 5.35782 0.00
H 1.30654 0.79848 4.05862 -0.01
C -0.85713 -1.89849 -3.62538 -0.04
C 0.51312 -2.26707 -4.24081 -0.47
C 0.28528 -2.60171 -5.72537 -0.04
C 1.40360 -1.02202 -4.19089 -0.02
C 1.12822 -3.50201 -3.48639 -0.41
O 0.12556 -4.50941 -3.34922 -0.01
C 2.36690 -4.18503 -4.15959 -0.08
C 3.80980 -3.88050 -3.71343 -0.14
C 4.33810 -2.50917 -4.04115 -0.24
C 4.53446 -2.12240 -5.36465 -0.04
C 4.95890 -0.84318 -5.68427 -0.09
C 5.19598 0.06664 -4.66492 -0.67
Cl 5.70494 1.67865 -5.05453 0.67
C 5.04654 -0.30102 -3.33916 -0.10
C 4.62514 -1.58870 -3.03984 -0.06
C 1.53631 -3.20720 -2.04235 -0.04
N 0.50051 -2.67049 -1.17015 -0.08
C 0.28426 -1.39928 -0.84729 -0.19
N -0.70582 -1.32969 0.02302 -0.11
C -1.08693 -2.62815 0.18607 -0.21
N -0.36265 -3.46725 -0.51043 0.17
H -1.50312 -1.47488 -4.39553 0.09
H -0.77204 -1.13351 -2.85207 0.02
H -1.37122 -2.75525 -3.19615 0.09
H -0.24900 -1.77416 -6.19290 0.09
H -0.33482 -3.49109 -5.86969 0.09
H 1.21350 -2.73307 -6.27956 0.08
H 0.84756 -0.17799 -4.60440 0.10
H 2.31612 -1.13273 -4.77299 0.07
H 1.69409 -0.74856 -3.17356 0.06
H -0.16125 -4.78972 -4.22534 0.10
H 2.30561 -4.06384 -5.23914 0.10
H 2.21377 -5.24828 -3.96656 0.13
H 4.44072 -4.62839 -4.20000 0.13
H 3.92745 -4.06224 -2.64300 0.11
H 4.34561 -2.83020 -6.16420 0.13
H 5.10719 -0.54686 -6.71364 0.11
H 5.26583 0.41048 -2.55467 0.10
H 4.53001 -1.88223 -1.99924 0.11
H 2.36681 -2.50635 -2.01059 0.11
H 1.84885 -4.14793 -1.59025 0.15
H 0.83415 -0.56628 -1.25046 0.14
H -1.91796 -2.92959 0.80183 0.10
```

Properties
DFT total energy ... -131030.226 eV
LUMO level (alpha / beta) ... -2.52 / -3.23 eV
Multiplicity ... 2
Charge ... +1
Largest force on an atom ... 0.50 eV Å⁻¹
Orbital gap (alpha / beta) ... 0.2777 / 0.2478 Ha
Relative energy (zero: lowest compared OMol25 entry of this formula, charge and spin) ... 0.5602 eV